The following is a quantum chemistry calculation of a structure of composition C28H29BBrN2O3S3Y at a distorted geometry, from the OMol25 dataset.

Geometry as XYZ:
```
68
Properties=species:S:1:pos:R:3:forces:R:3:mulliken_charge:R:1
Y -0.39777 -0.40587 0.96305 0.06 1.34 -0.11 0.47
C 2.47117 -0.45652 -6.63768 -0.01 -0.02 -0.04 -1.61
C 2.31714 0.77540 -5.73896 -0.05 0.01 0.12 2.04
C 3.70306 1.34381 -5.45159 0.11 0.03 -0.04 -2.20
C 1.49695 1.83748 -6.48102 0.01 0.02 -0.05 -1.62
C 1.58837 0.37740 -4.45393 0.06 0.00 0.11 -0.47
C 2.15797 0.50346 -3.19312 -0.34 -0.14 -0.17 -0.48
C 1.41534 0.10441 -2.09180 0.30 0.19 -0.78 -0.13
Br 2.21238 0.28830 -0.38949 -0.04 -0.03 0.51 -0.21
C 0.13102 -0.41055 -2.17760 -0.05 -0.19 0.99 1.51
O -0.47210 -0.76372 -1.01939 -0.16 -0.01 -0.90 -0.56
C -0.46053 -0.54537 -3.43625 0.13 0.09 -0.37 -1.03
C 0.29456 -0.14331 -4.53085 0.04 -0.01 -0.05 0.20
C -1.86783 -1.10312 -3.59614 -0.01 0.02 0.01 2.05
C -2.86668 -0.18566 -2.87796 -0.02 0.03 0.08 -1.48
C -1.92559 -2.52632 -3.02915 -0.02 -0.09 0.01 -1.60
C -2.28964 -1.17282 -5.06401 -0.12 -0.06 -0.06 -2.25
H 2.99616 -0.18868 -7.55557 0.02 0.02 -0.04 0.46
H 1.50218 -0.86746 -6.91819 -0.05 -0.03 -0.01 0.32
H 3.03708 -1.24382 -6.13972 0.03 -0.01 0.06 0.36
H 4.18655 1.62290 -6.38886 -0.01 -0.01 -0.02 0.43
H 4.34728 0.61537 -4.95815 0.01 -0.05 0.02 0.41
H 3.65849 2.23782 -4.82936 -0.04 0.05 0.03 0.42
H 2.00789 2.13346 -7.39864 0.03 0.00 -0.03 0.46
H 1.35398 2.72888 -5.87045 0.01 0.02 0.06 0.36
H 0.51384 1.46003 -6.75857 -0.05 -0.01 -0.01 0.32
H 3.15070 0.89855 -3.05717 0.09 0.03 0.04 0.57
H -0.14304 -0.24185 -5.51410 0.00 0.00 0.03 0.36
H -2.63970 -0.08098 -1.81709 -0.01 -0.05 -0.06 0.13
H -3.87620 -0.58707 -2.97534 -0.04 -0.02 0.01 0.45
H -2.85547 0.81041 -3.32255 0.00 0.03 -0.02 0.36
H -1.63401 -2.56862 -1.98198 -0.03 0.04 -0.02 0.23
H -1.25947 -3.18308 -3.59081 0.03 -0.01 -0.02 0.36
H -2.93867 -2.91946 -3.12625 -0.04 -0.02 0.02 0.45
H -2.31013 -0.19284 -5.54223 0.00 0.06 0.04 0.39
H -3.30004 -1.57974 -5.11093 -0.04 -0.01 -0.03 0.46
H -1.64714 -1.82661 -5.65569 0.04 -0.04 0.05 0.40
O -0.35382 -3.48201 2.99369 0.32 0.13 -0.13 -0.54
B 0.08891 -2.40745 2.21520 0.12 -0.91 0.66 0.44
O 1.50969 -2.44531 2.12909 -0.26 -0.26 0.23 -0.05
C 1.89754 -3.55027 2.86911 0.25 0.35 -0.29 0.44
C 3.16911 -4.02049 3.09646 -0.07 -0.22 0.16 -0.85
C 3.26781 -5.16831 3.88355 0.00 0.07 -0.05 -0.50
C 2.13731 -5.79209 4.40286 -0.11 0.05 -0.02 -0.49
C 0.85662 -5.29712 4.15885 0.21 0.04 -0.04 -0.82
C 0.77720 -4.16431 3.37992 -0.36 -0.19 0.15 0.86
H 4.03724 -3.52709 2.68945 0.07 0.04 -0.04 0.44
H 4.24388 -5.58086 4.09410 0.04 -0.02 0.01 0.37
H 2.25126 -6.67907 5.00903 0.02 -0.04 0.03 0.38
H -0.03128 -5.76460 4.55440 -0.05 -0.06 0.04 0.43
S -4.62499 1.71723 5.43592 0.23 -0.05 -0.03 -0.33
C -3.19434 2.10111 4.69516 -0.53 0.11 0.16 0.15
S -2.83623 1.58584 3.07707 -0.41 -0.48 -0.31 -0.11
C -1.27488 2.27602 3.17010 1.18 0.38 -0.35 0.34
N -1.03451 2.92845 4.25574 -0.45 -0.42 -0.26 -0.79
N -2.14256 2.85252 5.08969 0.36 0.12 0.12 0.58
C -2.01092 3.54868 6.32946 -0.22 -0.13 -0.13 0.60
C -3.12322 4.13311 6.91031 0.07 0.15 0.12 -0.51
C -2.96920 4.81625 8.10817 -0.09 -0.01 -0.06 -0.62
C -1.72487 4.91480 8.70812 0.09 -0.05 -0.06 -0.47
C -0.62082 4.32955 8.10043 0.00 0.02 0.04 -0.48
C -0.75553 3.64335 6.90620 0.08 0.02 0.15 -0.35
S -0.12337 2.11527 1.84285 -0.31 0.02 0.34 -0.31
H -4.08496 4.05236 6.42949 0.01 0.05 0.07 0.33
H -3.83545 5.27499 8.56449 -0.01 0.03 0.04 0.36
H -1.61026 5.44803 9.64070 0.00 0.02 0.05 0.38
H 0.35689 4.40243 8.55533 0.03 0.03 0.05 0.35
H 0.09966 3.19475 6.42260 -0.03 0.00 -0.01 0.44
```
Forces are in eV/Å.

Results
* HOMO-LUMO gap: 7.4288 eV
* lowest unoccupied orbital energy: -0.5172 eV